{"formula": "C5H10O", "method": "ωB97M-V/def2-TZVPD", "charge": 0, "e_lumo_ev": 0.857, "smiles": "C=CCO.C=C", "orbital_gap_ev": 10.302, "symbols": ["O", "C", "C", "C", "C", "C", "H", "H", "H", "H", "H", "H", "H", "H", "H", "H"], "positions_angstrom": [[1.210, 0.223, 1.448], [1.103, 1.097, 0.342], [-0.331, 1.479, 0.128], [-1.320, 1.150, 0.949], [-0.975, -1.699, -1.058], [0.335, -1.913, -1.017], [2.146, 0.055, 1.604], [1.482, 0.618, -0.575], [1.697, 2.013, 0.504], [-0.523, 2.056, -0.777], [-2.346, 1.443, 0.745], [-1.125, 0.559, 1.839], [-1.537, -1.472, -0.157], [-1.537, -1.731, -1.988], [0.880, -1.855, -0.078], [0.908, -2.134, -1.915]], "atomic_forces_ev_per_a": [[0.26, -0.06, 0.12], [-0.07, 0.20, -0.26], [-0.10, 0.01, 0.12], [0.10, 0.04, -0.09], [0.15, -0.07, 0.00], [-0.16, 0.02, -0.01], [-0.16, 0.01, 0.03], [-0.07, 0.06, 0.12], [-0.09, -0.15, -0.03], [0.02, -0.06, 0.16], [0.16, -0.01, 0.01], [-0.04, 0.10, -0.10], [0.10, -0.03, -0.13], [0.10, -0.03, 0.09], [-0.09, -0.04, -0.14], [-0.10, 0.02, 0.10]], "lowdin_charge": [-0.085, -0.293, -0.174, -0.008, -0.073, -0.086, 0.093, 0.106, 0.120, 0.102, 0.058, 0.062, 0.042, 0.048, 0.041, 0.048]}

---

{"formula": "C19H55F3N4O8", "method": "ωB97M-V/def2-TZVPD", "charge": 0, "e_lumo_ev": 0.655, "orbital_gap_ev": 9.686, "symbols": ["N", "H", "H", "H", "H", "C", "O", "O", "C", "F", "F", "F", "C", "C", "H", "H", "H", "H", "H", "H", "C", "O", "H", "H", "H", "H", "C", "O", "H", "H", "H", "H", "C", "O", "H", "H", "H", "H", "C", "C", "C", "O", "C", "N", "H", "H", "H", "H", "H", "H", "H", "H", "H", "H", "H", "C", "C", "C", "O", "C", "N", "H", "H", "H", "H", "H", "H", "H", "H", "H", "H", "H", "C", "C", "C", "O", "C", "N", "H", "H", "H", "H", "H", "H", "H", "H", "H", "H", "H"], "positions_angstrom": [[-0.029, -0.023, 0.944], [-0.698, 0.761, 0.853], [0.475, 0.021, 0.028], [-0.542, -0.917, 1.113], [0.670, 0.279, 1.662], [-2.562, 3.086, 0.361], [-2.057, 3.792, -0.776], [-1.620, 2.198, 0.739], [-3.033, 4.105, 1.400], [-2.020, 4.800, 1.931], [-3.893, 4.976, 0.842], [-3.705, 3.537, 2.426], [-2.943, 4.231, -1.787], [-2.057, 4.862, -2.864], [-1.297, 4.127, -3.125], [-2.655, 5.171, -3.722], [-1.596, 5.770, -2.473], [-3.690, 4.956, -1.464], [-3.388, 3.351, -2.266], [-3.433, 2.528, -0.026], [-4.235, 0.145, 2.613], [-2.839, 0.236, 2.458], [-4.757, -0.097, 1.679], [-4.495, -0.609, 3.358], [-4.624, 1.098, 2.991], [-2.611, 0.964, 1.844], [-2.303, 0.920, -2.824], [-1.230, 0.999, -1.918], [-3.257, 0.725, -2.326], [-2.439, 1.869, -3.362], [-2.090, 0.180, -3.594], [-1.420, 1.580, -1.155], [0.446, 4.618, 2.637], [0.238, 3.216, 2.618], [0.910, 4.911, 3.577], [1.175, 4.871, 1.853], [-0.454, 5.196, 2.431], [-0.410, 2.977, 1.923], [3.965, 2.233, 1.626], [3.182, 0.911, 1.580], [4.029, -0.325, 1.845], [4.968, -0.423, 0.782], [5.893, -1.469, 0.934], [2.052, 0.986, 2.541], [4.415, 2.388, 2.607], [3.343, 3.084, 1.350], [4.758, 2.204, 0.872], [2.815, 0.780, 0.559], [3.346, -1.170, 1.681], [4.499, -0.370, 2.831], [5.442, -2.456, 1.073], [6.554, -1.265, 1.783], [6.502, -1.492, 0.032], [1.733, 1.957, 2.513], [2.410, 0.827, 3.478], [1.614, -1.375, -3.812], [1.576, -1.624, -2.299], [2.900, -2.250, -1.887], [3.060, -3.443, -2.629], [4.332, -4.029, -2.447], [1.318, -0.361, -1.574], [1.750, -2.310, -4.354], [2.437, -0.706, -4.078], [0.667, -0.923, -4.116], [0.733, -2.308, -2.182], [2.978, -2.527, -0.824], [3.752, -1.567, -2.030], [5.088, -3.372, -2.890], [4.345, -4.965, -3.002], [4.527, -4.211, -1.387], [2.135, 0.197, -1.835], [0.563, 0.106, -2.081], [-2.812, -2.357, -0.502], [-2.285, -3.204, 0.634], [-1.386, -4.338, 0.128], [-2.061, -5.381, -0.535], [-2.874, -6.142, 0.347], [-1.568, -2.372, 1.606], [-1.996, -1.974, -1.119], [-3.417, -1.521, -0.146], [-3.459, -2.956, -1.147], [-3.151, -3.656, 1.135], [-0.782, -4.787, 0.929], [-0.628, -3.862, -0.499], [-2.323, -6.490, 1.224], [-3.204, -7.014, -0.216], [-3.758, -5.549, 0.588], [-1.352, -2.949, 2.411], [-2.157, -1.591, 1.906]], "atomic_forces_ev_per_a": [[-0.05, 1.09, -0.75], [-0.27, -0.08, 0.26], [-0.11, -0.96, 0.31], [0.66, 0.16, -0.03], [-0.13, -0.51, 0.38], [0.32, -1.37, -1.55], [0.24, 0.74, 0.45], [-0.39, 0.65, 0.84], [-0.32, -0.23, 0.21], [-1.31, -0.11, -0.46], [0.02, 0.21, 0.05], [0.25, -0.17, -0.16], [0.65, -0.07, -0.99], [-0.36, 0.21, 0.60], [0.10, 0.18, -0.27], [0.04, -0.25, -0.13], [0.22, -0.13, 0.02], [-0.10, -0.23, 0.22], [-0.56, 0.12, 0.36], [-0.68, 0.34, 0.35], [-0.44, 0.67, 0.13], [0.21, -0.44, -0.17], [0.07, -0.03, 0.01], [0.29, -0.13, -0.07], [-0.13, -0.10, -0.11], [0.14, 0.12, 0.12], [-0.30, 0.90, -0.16], [0.28, -0.31, 0.08], [0.05, -0.34, -0.03], [0.10, -0.06, 0.01], [0.01, -0.26, 0.27], [-0.06, 0.03, -0.12], [0.90, 0.21, -0.66], [-0.16, 0.12, 0.26], [-0.19, -0.13, 0.19], [0.00, 0.16, 0.00], [1.03, -0.09, 0.60], [-0.08, -0.01, -0.05], [0.50, -0.58, -0.72], [0.28, 0.93, 0.78], [-0.60, -0.36, -1.33], [0.11, 0.23, 0.14], [0.37, 0.21, 0.07], [0.67, -0.16, -0.62], [-0.05, 0.08, 0.05], [-0.23, -0.04, 0.24], [0.12, -0.01, 0.19], [-0.31, 0.01, 0.05], [-0.02, -0.20, 0.72], [0.07, 0.14, 0.07], [-0.27, 0.03, 0.01], [0.03, -0.12, 0.07], [-0.02, -0.01, -0.02], [-0.45, -0.17, 0.31], [-0.10, 0.00, 0.01], [-0.02, -0.04, 0.04], [0.01, 0.20, -0.83], [0.04, -0.68, 0.68], [0.03, -0.02, -0.15], [-0.28, 0.31, -0.41], [0.83, -0.18, -0.89], [-0.03, 0.03, -0.01], [-0.04, 0.07, 0.00], [0.06, 0.05, -0.12], [0.16, -0.16, 0.65], [-0.45, 0.26, 0.13], [-0.15, 0.17, -0.40], [0.22, -0.03, 0.27], [-0.07, -0.07, 0.12], [0.17, -0.02, 0.04], [-0.10, 0.25, 0.41], [-0.18, 0.01, 0.34], [-0.13, -0.06, -0.40], [-0.54, -0.28, 0.44], [0.51, 0.31, 0.52], [0.20, 0.20, -0.15], [-0.13, 0.14, -0.86], [0.12, -0.25, -0.32], [0.01, 0.13, 0.06], [0.12, 0.05, 0.10], [0.09, -0.04, -0.02], [-0.02, -0.03, -0.07], [-0.24, 0.15, 0.42], [-0.18, -0.33, -0.59], [-0.04, 0.21, 0.16], [0.03, -0.01, 0.01], [-0.03, -0.26, 0.48], [0.09, 0.25, 0.13], [-0.04, -0.16, 0.19]], "lowdin_charge": [0.242, 0.054, 0.064, 0.071, 0.067, -0.431, -0.091, -0.221, -0.529, 0.113, 0.140, 0.140, -0.270, -0.066, 0.072, 0.075, 0.077, 0.113, 0.095, 0.159, -0.160, -0.152, 0.074, 0.078, 0.073, 0.043, -0.152, -0.151, 0.084, 0.064, 0.080, 0.051, -0.147, -0.153, 0.079, 0.074, 0.061, 0.041, -0.045, -0.403, -0.199, -0.205, -0.119, 0.027, 0.083, 0.073, 0.076, 0.117, 0.124, 0.131, 0.083, 0.088, 0.088, 0.049, 0.094, -0.052, -0.398, -0.215, -0.200, -0.100, 0.036, 0.078, 0.086, 0.074, 0.131, 0.122, 0.128, 0.091, 0.088, 0.083, 0.092, 0.051, -0.040, -0.429, -0.211, -0.176, -0.099, 0.034, 0.075, 0.073, 0.087, 0.122, 0.120, 0.119, 0.092, 0.089, 0.080, 0.093, 0.050]}

---

{"formula": "C36H32F13N3O4PSc", "method": "ωB97M-V/def2-TZVPD", "charge": 0, "e_lumo_ev": -0.418, "orbital_gap_ev": 7.192, "symbols": ["Sc", "C", "C", "N", "C", "C", "C", "C", "N", "C", "C", "F", "C", "F", "C", "C", "F", "C", "F", "H", "H", "H", "H", "H", "H", "H", "H", "H", "H", "H", "H", "H", "H", "H", "O", "N", "C", "C", "C", "C", "C", "C", "C", "P", "C", "C", "C", "C", "C", "C", "C", "C", "C", "C", "C", "C", "H", "H", "H", "H", "H", "H", "H", "H", "H", "H", "H", "H", "H", "H", "H", "H", "O", "C", "O", "H", "F", "C", "F", "F", "C", "O", "C", "F", "F", "F", "C", "F", "F", "F"], "positions_angstrom": [[-0.077, 0.446, -0.744], [-1.776, 4.873, -0.841], [-1.307, 5.077, 0.600], [-0.087, 4.270, 1.025], [0.221, 4.704, 2.381], [1.073, 3.745, 3.212], [1.012, 4.392, 0.044], [1.077, 3.306, -0.969], [1.276, 2.014, -0.288], [2.375, 1.821, 0.425], [2.347, 0.845, 1.431], [1.217, 0.096, 1.437], [3.311, 0.670, 2.358], [3.229, -0.238, 3.341], [4.476, 1.402, 2.342], [4.658, 2.256, 1.299], [5.728, 3.045, 1.221], [3.651, 2.449, 0.335], [3.859, 3.384, -0.675], [-2.508, 5.677, -1.062], [-2.281, 3.939, -1.152], [-0.916, 5.051, -1.491], [-2.114, 4.868, 1.261], [-1.115, 6.203, 0.715], [-0.766, 4.781, 2.899], [0.622, 5.733, 2.466], [0.894, 2.687, 3.134], [0.922, 4.037, 4.229], [2.139, 3.906, 2.986], [1.886, 4.421, 0.613], [0.874, 5.401, -0.463], [1.813, 3.574, -1.726], [0.147, 3.228, -1.502], [5.226, 1.295, 3.137], [-1.495, 1.988, 1.680], [-1.705, 0.830, 0.988], [-2.846, 0.418, 1.253], [-3.466, -0.851, 0.819], [-4.850, -0.903, 0.985], [-5.603, -1.982, 0.576], [-4.942, -3.104, 0.068], [-3.574, -3.033, 0.004], [-2.792, -1.995, 0.404], [-0.989, -2.121, 0.137], [-0.367, -2.669, 1.760], [1.029, -2.911, 1.962], [1.450, -3.499, 3.112], [0.529, -3.804, 4.167], [-0.787, -3.540, 3.997], [-1.229, -2.998, 2.781], [-0.735, -3.612, -0.915], [-0.385, -4.855, -0.468], [-0.350, -5.910, -1.340], [-0.809, -5.825, -2.644], [-1.379, -4.591, -3.045], [-1.300, -3.483, -2.208], [-0.771, 2.550, 1.328], [-3.488, 1.004, 1.914], [-5.312, -0.029, 1.377], [-6.667, -1.864, 0.626], [-5.471, -3.978, -0.364], [-3.082, -3.959, -0.274], [1.659, -2.614, 1.196], [2.491, -3.784, 3.217], [0.982, -4.135, 5.108], [-1.504, -3.836, 4.758], [-2.271, -2.734, 2.719], [0.028, -5.018, 0.538], [0.108, -6.808, -0.967], [-0.848, -6.703, -3.238], [-1.784, -4.503, -4.013], [-1.670, -2.509, -2.548], [-1.763, -0.289, -1.892], [-1.994, 0.835, -2.366], [-1.448, 1.835, -1.909], [-2.632, 0.957, -3.223], [2.612, -2.197, -1.608], [3.099, -1.353, -2.469], [3.787, -1.969, -3.435], [3.917, -0.611, -1.741], [1.971, -0.530, -3.067], [1.105, -0.248, -2.118], [1.205, -1.416, -4.138], [0.940, -2.631, -3.598], [0.065, -0.842, -4.445], [1.912, -1.556, -5.272], [2.492, 0.736, -3.842], [1.462, 1.241, -4.584], [2.917, 1.664, -3.018], [3.462, 0.387, -4.706]], "atomic_forces_ev_per_a": [[0.19, -0.21, 0.03], [-0.32, 0.65, -0.41], [1.10, 0.48, -0.67], [-1.66, 0.63, -0.67], [-0.97, -0.40, 0.88], [1.13, 0.97, -0.71], [-1.95, 2.22, -0.11], [0.08, -0.75, -0.02], [-1.32, 0.42, -1.18], [2.31, 0.28, 0.54], [-0.37, 0.06, -0.44], [-0.72, -0.54, 0.09], [0.91, -0.46, 0.82], [-0.68, -0.34, 0.04], [1.06, -0.01, 0.65], [-1.24, 1.01, -1.16], [0.42, -0.05, -0.01], [-0.32, 0.72, -0.49], [0.02, -0.95, 1.16], [0.39, -0.30, 0.11], [0.61, 0.21, 0.67], [-0.33, -0.08, -0.26], [-0.52, -0.41, 0.76], [0.16, -1.31, -0.07], [0.57, -0.13, -0.38], [0.17, -0.27, -0.37], [-0.53, -0.35, -0.33], [0.08, 0.07, 0.86], [-0.21, -0.18, 0.09], [1.72, 0.15, 0.73], [0.57, -0.95, 0.40], [0.31, -0.23, 0.10], [-0.38, 0.03, -0.13], [-0.43, -0.03, -0.51], [-0.20, 0.47, 0.91], [1.89, 0.98, -0.66], [-2.41, -1.65, 0.51], [0.30, 0.43, 0.65], [0.75, -0.05, -0.45], [0.19, -0.34, -0.27], [-1.35, 0.61, -0.31], [0.31, -2.61, -0.01], [0.31, 0.68, -0.63], [1.35, 0.31, 0.47], [0.58, -0.50, 0.40], [-2.65, -0.01, 0.32], [-0.26, -0.56, 1.17], [2.39, 0.28, -0.51], [-0.75, -0.19, -0.15], [-0.32, 0.28, 0.57], [-2.08, 1.37, -0.60], [1.31, 0.13, 1.17], [0.34, -0.89, -0.54], [-0.94, 1.63, 0.98], [1.19, -0.68, 1.12], [0.27, -0.26, 0.05], [0.49, 0.23, -0.67], [0.30, 0.17, -0.09], [-0.53, 0.54, 0.25], [-0.42, -0.40, 0.04], [0.36, 0.69, 0.60], [0.07, 0.12, -0.31], [1.52, 0.28, -1.34], [-0.02, 0.27, 0.16], [-0.54, -0.22, -0.34], [0.02, 0.35, -0.03], [-0.29, -0.25, -0.25], [-0.40, 0.24, -0.41], [-0.10, -0.50, -0.06], [0.10, -0.45, -0.68], [-0.51, 0.18, -1.03], [0.15, -0.41, 0.16], [-0.37, -1.32, 0.13], [-0.49, -0.30, -0.87], [1.24, 1.59, 1.03], [-0.69, -0.12, -0.61], [-0.67, -1.97, 0.67], [0.36, 0.78, -0.56], [0.35, -0.44, 0.30], [1.05, 1.01, -0.03], [-0.46, -0.29, -1.72], [-0.97, 0.83, 1.20], [1.16, -0.03, 0.56], [0.26, 0.53, -0.73], [-0.90, -0.07, -0.16], [-0.39, -0.52, 0.16], [-0.85, -1.07, -0.58], [0.80, 0.12, 0.55], [0.27, 0.42, 0.10], [0.02, 0.59, 0.39]], "lowdin_charge": [1.011, -0.086, -0.223, -0.183, -0.261, -0.065, -0.167, -0.200, -0.060, -0.217, -0.162, 0.044, -0.234, 0.092, 0.046, -0.230, 0.102, -0.087, 0.047, 0.083, 0.066, 0.062, 0.090, 0.136, 0.120, 0.126, 0.062, 0.065, 0.077, 0.091, 0.147, 0.115, 0.069, 0.146, -0.032, -0.045, -0.073, -0.186, -0.033, -0.054, -0.042, -0.099, -0.308, 1.126, -0.348, -0.102, -0.064, -0.076, -0.087, -0.080, -0.338, -0.095, -0.089, -0.047, -0.056, -0.107, 0.054, 0.146, 0.105, 0.103, 0.125, 0.110, 0.082, 0.108, 0.109, 0.108, 0.098, 0.117, 0.103, 0.093, 0.091, 0.101, -0.138, -0.488, -0.057, 0.144, 0.198, -0.612, 0.185, 0.193, -0.299, -0.150, -0.529, 0.156, 0.188, 0.166, -0.515, 0.149, 0.203, 0.167]}

---

{"formula": "C2H4OS", "method": "ωB97M-V/def2-TZVPD", "charge": 0, "e_lumo_ev": [0.676, 0.601], "orbital_gap_ev": [8.435, 7.798], "symbols": ["C", "C", "O", "S", "H", "H", "H", "H"], "positions_angstrom": [[-1.640, -0.594, -0.036], [0.599, 0.419, 0.026], [-0.268, -0.586, -0.196], [2.263, -0.149, -0.005], [-2.161, -1.480, -0.416], [-2.094, 0.179, 0.577], [0.252, 1.289, 0.413], [3.049, 0.921, -0.362]], "atomic_forces_ev_per_a": [[1.49, 0.18, -0.01], [0.60, -2.91, -1.18], [-1.14, 0.01, -0.31], [0.19, 0.03, 0.19], [0.64, 0.54, 0.30], [0.14, -0.12, -0.21], [-0.85, 2.52, 1.18], [-1.06, -0.25, 0.04]], "lowdin_charge": [-0.002, -0.548, -0.222, 0.744, 0.063, 0.059, 0.034, -0.128]}

---

How do the records compare in ΔE to the lowest compared entry with this formula, charge and spin? In the order shown, they have 2.1056; 0.0348; 0.0000; 4.0339 eV.